A cluster of 5 separate species, C6H21NO5 in total at a distorted geometry. Source: the Open Molecules 2025 dataset; level of theory: ωB97M-V/def2-TZVPD.

Computed properties:
energy relative to the best compared isomer or geometry (same formula, charge and spin) = 53.20 kcal/mol
energy = -18289.73865 eV
SMILES = CCNC(=O)C(C)C.O.O.O.O
E_LUMO = 0.0176 Ha
HOMO = -0.37866 Ha

Element x y z (Å)
C  0.44  2.65  1.58
C  -0.44  1.53  1.04
N  0.45  0.44  0.61
C  0.19  -0.10  -0.65
O  -0.90  0.01  -1.19
C  1.27  -0.76  -1.45
C  1.86  0.15  -2.47
C  2.51  -1.37  -0.72
H  0.41  3.61  1.04
H  1.51  2.46  1.63
H  0.20  3.01  2.60
H  -1.06  1.20  1.90
H  -1.11  1.75  0.17
H  1.43  0.55  0.82
H  0.81  -1.73  -1.91
H  1.10  0.73  -3.02
H  2.29  -0.47  -3.22
H  2.63  0.93  -2.12
H  2.30  -1.34  0.34
H  3.43  -0.83  -0.90
H  2.52  -2.51  -0.85
O  -2.56  -1.28  1.59
H  -1.75  -1.11  1.11
H  -2.23  -1.78  2.37
O  -0.55  -0.95  3.21
H  -0.24  -0.56  2.40
H  -0.96  -0.29  3.79
O  -2.84  1.87  -2.18
H  -3.01  0.94  -2.04
H  -1.89  1.97  -2.13
O  -1.57  -2.92  -0.45
H  -2.08  -2.26  -0.93
H  -2.16  -3.55  0.03

=====

A structure of composition C30H40BrCaF6N7O6S3 at a distorted geometry. Source: the Open Molecules 2025 dataset; level of theory: ωB97M-V/def2-TZVPD.

Computed properties:
energy relative to the best compared isomer or geometry (same formula, charge and spin) = 30.30 kcal/mol
energy = -191771.89635 eV
E_LUMO = 0.0089 Ha
HOMO = -0.30567 Ha

Element x y z (Å)
Ca  1.18  -0.65  0.01
C  -1.54  3.64  2.38
C  -1.19  2.17  2.52
C  -2.18  1.20  2.37
C  -3.54  1.58  1.81
C  -1.91  -0.13  2.71
C  -3.02  -1.17  2.68
C  -0.63  -0.50  3.14
C  -0.31  -1.92  3.57
C  0.39  0.46  3.20
C  1.75  0.03  3.71
C  0.11  1.79  2.86
C  1.24  2.81  2.89
H  -1.40  4.03  1.37
H  -0.95  4.25  3.05
H  -2.59  3.81  2.64
H  -4.26  1.80  2.59
H  -3.94  0.77  1.20
H  -3.46  2.46  1.17
H  -2.93  -1.82  1.80
H  -4.00  -0.70  2.67
H  -2.97  -1.80  3.56
H  -0.18  -1.97  4.65
H  0.61  -2.27  3.11
H  -1.09  -2.62  3.28
H  2.27  -0.61  2.99
H  1.63  -0.55  4.62
H  2.39  0.88  3.93
H  1.49  3.12  3.91
H  0.98  3.72  2.33
H  2.14  2.40  2.44
F  4.94  2.91  -1.18
C  4.15  2.53  -0.19
F  2.97  3.18  -0.32
F  4.68  2.89  0.98
S  3.90  0.72  -0.19
O  2.92  0.56  0.90
O  5.20  0.17  -0.03
N  3.20  0.61  -1.58
S  2.71  -0.41  -2.65
O  3.68  -1.22  -3.31
O  1.43  -1.02  -2.26
C  2.16  0.82  -3.89
F  1.16  1.58  -3.40
F  3.15  1.62  -4.24
F  1.69  0.18  -4.95
S  -0.90  -2.71  0.31
C  -2.38  -2.73  -0.53
N  -3.18  -3.80  -0.41
C  -4.48  -3.96  -1.06
C  -5.09  -2.59  -1.28
C  -4.08  -1.72  -2.01
N  -2.82  -1.72  -1.28
H  -2.80  -4.55  0.15
H  -5.11  -4.57  -0.42
H  -4.36  -4.48  -2.01
H  -5.33  -2.14  -0.32
H  -6.00  -2.68  -1.86
H  -4.43  -0.69  -2.09
H  -3.93  -2.10  -3.03
H  -2.22  -0.91  -1.38
C  -0.53  4.25  -4.11
C  -0.20  4.98  -2.82
C  1.27  4.84  -2.44
C  -1.13  4.56  -1.68
N  -0.99  3.14  -1.33
C  -0.11  2.52  -0.55
N  -0.39  1.24  -0.53
N  -1.49  1.10  -1.31
N  -1.85  2.23  -1.79
H  0.15  4.57  -4.91
H  -1.55  4.46  -4.44
H  -0.42  3.17  -4.00
H  -0.41  6.05  -2.95
H  1.56  3.79  -2.34
H  1.50  5.35  -1.51
H  1.90  5.27  -3.22
H  -2.17  4.69  -1.96
H  -0.93  5.15  -0.78
H  0.69  3.00  -0.03
Br  2.82  -4.79  3.09
C  2.86  -5.28  1.25
C  2.97  -6.63  0.97
C  3.02  -7.06  -0.35
C  2.99  -6.13  -1.38
C  2.91  -4.78  -1.09
C  2.83  -4.33  0.23
C  2.65  -2.85  0.43
O  1.86  -2.44  1.33
O  3.21  -2.08  -0.39
H  3.01  -7.34  1.78
H  3.10  -8.12  -0.56
H  3.05  -6.46  -2.41
H  2.91  -4.04  -1.87

=====

A structure of composition C21H21N4O4Pd at a distorted geometry. Source: the Open Molecules 2025 dataset; level of theory: ωB97M-V/def2-TZVPD.

Computed properties:
energy relative to the best compared isomer or geometry (same formula, charge and spin) = 5.80 kcal/mol
energy = -39740.32029 eV
E_LUMO (alpha / beta) = -0.1118 / -0.1278 Ha
HOMO (alpha / beta) = -0.35568 / -0.42549 Ha
spin multiplicity = 3
charge = +1

Element x y z (Å)
Pd  -0.14  0.19  -1.26
O  5.59  -1.89  2.25
C  5.62  -1.46  0.90
C  4.27  -1.25  0.37
C  4.02  -1.39  -1.00
C  2.75  -1.02  -1.50
N  1.78  -0.60  -0.73
C  2.08  -0.41  0.61
C  3.25  -0.77  1.16
C  0.94  0.03  1.44
C  1.06  -0.10  2.82
C  -0.06  0.22  3.60
C  -0.12  -0.14  5.09
O  1.19  -0.15  5.60
C  -1.21  0.59  2.96
C  -1.22  0.74  1.58
N  -0.17  0.46  0.79
H  6.51  -1.86  2.63
H  6.22  -2.25  0.40
H  6.32  -0.58  0.82
H  4.78  -1.72  -1.72
H  2.62  -1.24  -2.54
H  3.44  -0.78  2.17
H  1.86  -0.56  3.38
H  -0.64  -1.10  5.12
H  -0.78  0.62  5.63
H  1.15  0.08  6.56
H  -2.08  0.82  3.51
H  -2.09  1.22  1.08
C  0.69  1.19  -4.24
O  0.80  2.27  -3.30
C  0.83  1.96  -2.00
O  1.29  2.71  -1.21
H  -0.02  1.49  -4.99
H  0.12  0.45  -3.71
H  1.68  0.91  -4.60
N  -3.70  1.65  -3.24
C  -2.42  1.77  -2.85
N  -2.09  0.85  -1.94
C  -3.24  0.16  -1.63
C  -3.48  -0.83  -0.62
C  -4.78  -1.28  -0.55
C  -5.80  -0.78  -1.38
C  -5.64  0.27  -2.24
C  -4.33  0.73  -2.38
H  -4.15  2.11  -3.97
H  -1.63  2.34  -3.35
H  -2.65  -1.28  0.05
H  -5.08  -2.00  0.22
H  -6.80  -1.15  -1.20
H  -6.54  0.77  -2.59

=====

A structure of composition C11H9AuF3O10P2S at a distorted geometry. Source: the Open Molecules 2025 dataset; level of theory: ωB97M-V/def2-TZVPD.

Computed properties:
energy relative to the best compared isomer or geometry (same formula, charge and spin) = 57.58 kcal/mol
energy = -73291.69517 eV
E_LUMO (alpha / beta) = 0.0097 / 0.0099 Ha
HOMO (alpha / beta) = -0.19251 / -0.19312 Ha
charge = -1

Element x y z (Å)
Au  -0.19  0.03  0.05
O  3.44  0.37  1.64
P  3.00  1.11  0.33
O  3.97  2.02  -0.29
O  2.09  0.24  -0.47
O  1.82  2.27  1.11
P  1.19  1.86  2.80
O  0.18  3.08  2.92
O  2.43  2.09  3.58
O  0.46  0.60  2.63
H  3.60  0.96  2.41
H  0.64  3.86  3.27
F  -1.22  -1.21  -2.95
C  -2.42  -1.67  -2.60
F  -2.78  -2.62  -3.47
F  -3.30  -0.66  -2.70
S  -2.41  -2.35  -0.90
O  -1.34  -3.31  -0.92
O  -3.76  -2.81  -0.71
O  -2.11  -1.14  -0.09
C  -3.96  4.33  -0.43
C  -3.99  2.94  -0.50
C  -2.82  2.22  -0.35
C  -1.59  2.87  -0.16
C  -0.39  2.12  -0.01
C  0.89  2.86  0.06
C  0.85  4.34  0.26
C  -0.30  4.99  0.16
C  -1.57  4.29  -0.08
C  -2.76  5.00  -0.21
H  -4.87  4.90  -0.54
H  -4.93  2.42  -0.66
H  -2.83  1.13  -0.38
H  1.43  2.67  -0.87
H  1.79  4.85  0.41
H  -0.32  6.07  0.25
H  -2.73  6.08  -0.14

=====

An isolated molecule of C26H30N6O2 at a distorted geometry. Source: the Open Molecules 2025 dataset; level of theory: ωB97M-V/def2-TZVPD.

Computed properties:
energy relative to the best compared isomer or geometry (same formula, charge and spin) = 50.88 kcal/mol
energy = -40482.55405 eV
SMILES = COc1ccccc1[C@H](c1nnnn1Cc1ccco1)N1CCN(c2cccc(C)c2C)CC1
E_LUMO = 0.0249 Ha
HOMO = -0.29276 Ha

Element x y z (Å)
C  2.51  -2.28  -3.33
O  1.98  -1.93  -2.08
C  2.68  -1.08  -1.28
C  3.75  -0.31  -1.73
C  4.40  0.57  -0.88
C  4.01  0.68  0.44
C  2.97  -0.10  0.90
C  2.28  -0.97  0.07
C  1.14  -1.80  0.64
C  1.27  -3.21  0.18
N  2.40  -3.82  -0.11
N  2.10  -5.07  -0.41
N  0.86  -5.28  -0.31
N  0.28  -4.13  0.07
C  -1.13  -4.08  0.35
C  -1.37  -3.65  1.76
C  -0.64  -3.84  2.90
C  -1.37  -3.19  3.94
C  -2.48  -2.68  3.35
O  -2.49  -2.95  2.03
N  -0.21  -1.30  0.45
C  -0.64  -0.97  -0.90
C  -0.31  0.47  -1.31
N  -0.91  1.38  -0.35
C  -1.03  2.74  -0.72
C  -0.16  3.33  -1.63
C  -0.30  4.66  -1.97
C  -1.31  5.41  -1.40
C  -2.20  4.84  -0.50
C  -3.29  5.67  0.10
C  -2.07  3.49  -0.17
C  -3.07  2.84  0.74
C  -0.35  1.14  0.96
C  -0.68  -0.30  1.38
H  1.88  -3.08  -3.70
H  3.54  -2.65  -3.23
H  2.49  -1.44  -4.03
H  4.07  -0.38  -2.76
H  5.22  1.16  -1.26
H  4.52  1.35  1.10
H  2.67  -0.04  1.94
H  1.29  -1.83  1.73
H  -1.64  -3.40  -0.33
H  -1.50  -5.10  0.18
H  0.28  -4.36  3.00
H  -1.10  -3.14  4.97
H  -3.31  -2.12  3.74
H  -0.19  -1.66  -1.60
H  -1.73  -1.08  -0.92
H  -0.75  0.67  -2.30
H  0.78  0.60  -1.38
H  0.65  2.75  -2.07
H  0.38  5.11  -2.68
H  -1.41  6.46  -1.65
H  -3.29  5.60  1.18
H  -3.17  6.72  -0.18
H  -4.27  5.33  -0.26
H  -2.91  3.13  1.78
H  -4.08  3.15  0.47
H  -3.00  1.76  0.66
H  -0.77  1.84  1.68
H  0.75  1.28  0.95
H  -0.27  -0.51  2.37
H  -1.77  -0.39  1.43

=====

- energy of number 5 (C26H30N6O2)?
  -40482.55405 eV

=====

- Which of these has the lowest energy?
  C30H40BrCaF6N7O6S3

=====

- Number 5 is which compound?
  C26H30N6O2

=====

- energy relative to the best compared isomer or geometry (same formula, charge and spin) of number 4 (C11H9AuF3O10P2S)?
  57.58 kcal/mol